(1)
CH2N4O2S as an isolated structure, computed with wB97M-V/def2-TZVPD.

Results
frontier orbital gap (alpha / beta)	5.16 / 5.99	eV
strongest force on any atom	5.97	eV/Å
energy above the lowest of the compared OMol25 structures with the same formula, charge and spin	111.1	kJ/mol
highest occupied orbital energy (alpha / beta)	-6.001 / -10.642	eV
spin multiplicity	3

XYZ file:
```
10
CH2N4O2S (wB97M-V/def2-TZVPD)
C -0.8934 0.4002 0.0451
N 0.0879 1.0750 -0.7016
N 1.2137 -0.4295 0.2712
N -0.5399 -0.5624 0.7604
N 1.1995 0.5278 -0.5111
O -1.9481 1.3669 -2.5266
O 0.2443 0.9033 -3.4953
S -0.5908 1.8061 -2.7426
H -1.8974 0.7670 -0.0752
H 1.9572 -1.0444 0.5501
```


(2)
A 11-piece molecular cluster, C4H32NO11 overall, computed with wB97M-V/def2-TZVPD.

Results
frontier orbital gap	10.99	eV
strongest force on any atom	2.79	eV/Å
energy above the lowest of the compared OMol25 structures with the same formula, charge and spin	159.8	kJ/mol
highest occupied orbital energy	-13.574	eV
total charge	+1

XYZ file:
```
48
C4H32NO11 (wB97M-V/def2-TZVPD)
C 1.5567 -1.6332 -0.7062
C 0.8154 -0.3392 -0.5143
C 1.5807 0.9119 -1.0798
C 2.6033 1.4342 -0.1457
O 0.4819 1.8452 -1.2844
N 0.4548 -0.1015 0.9842
H 1.1226 -2.1398 -1.6116
H 2.6602 -1.5006 -0.7815
H 1.1789 -2.4194 -0.0646
H -0.1755 -0.3119 -0.9535
H 2.0489 0.5040 -1.9959
H 3.5606 0.8845 -0.0793
H 3.0476 2.4265 -0.4409
H 2.2564 1.5651 0.8813
H 0.2536 1.9028 -2.2196
H 0.2968 0.9014 1.0716
H -0.3672 -0.7107 1.1214
H 1.2151 -0.3868 1.6554
H -1.6474 -2.3649 0.7205
H -2.6487 -1.6417 1.6815
O -1.7429 -1.9531 1.6108
H 1.2501 3.4711 0.6015
H 0.2104 4.1841 1.4657
O 0.4227 3.3257 1.0789
H 2.4229 -1.2823 3.5254
H 2.3981 0.1903 3.2148
O 2.5235 -0.6735 2.7821
H -1.3495 -2.3379 -1.8748
H -2.5648 -1.7134 -1.1220
O -1.8357 -2.3735 -1.0317
H -0.1829 -2.5658 4.2827
H -0.4021 -1.9356 2.8565
O 0.2571 -2.2756 3.4818
H -3.5266 0.5039 -0.9559
H -4.4864 -0.6421 -1.2798
O -3.5671 -0.3662 -1.3975
H -1.1329 -1.6040 -4.3624
H -1.5267 -3.0331 -3.9793
O -1.0934 -2.2441 -3.6335
H -1.6084 2.2136 -0.2711
H -3.1625 2.3855 0.0746
O -2.4367 1.7673 -0.0464
H 1.6420 2.7739 2.9612
H 3.1325 2.4454 3.3676
O 2.2573 2.0765 3.2071
H -1.5319 0.2648 -3.0840
H -2.7916 0.3489 -3.7190
O -1.8691 0.2233 -3.9918
```


(3)
One molecule with the formula C5H6BrN, computed with wB97M-V/def2-TZVPD.

Results
frontier orbital gap (alpha / beta)	4.85 / 7.46	eV
strongest force on any atom	6.43	eV/Å
energy above the lowest of the compared OMol25 structures with the same formula, charge and spin	0.0	kJ/mol
highest occupied orbital energy (alpha / beta)	-4.082 / -9.198	eV
spin multiplicity	3

XYZ file:
```
13
C5H6BrN (wB97M-V/def2-TZVPD)
C 0.3305 -1.9083 0.0037
C -1.0622 -1.8989 0.0151
C 0.7402 -0.5775 -0.0129
C -1.3998 -0.6110 -0.0493
C -0.2078 1.6138 0.1515
N -0.3586 0.2425 -0.0616
Br -3.1708 0.0615 -0.0358
H 1.0514 -2.8023 0.2429
H -1.7703 -2.6551 0.1274
H 1.6748 -0.0910 0.1769
H 0.7067 1.9245 -0.4256
H -1.1010 2.2144 -0.2713
H -0.2079 1.8886 1.2484
```


(4)
C30H90BrCuO15 as an isolated structure, computed with wB97M-V/def2-TZVPD.

Results
frontier orbital gap	8.68	eV
strongest force on any atom	3.02	eV/Å
highest occupied orbital energy	-8.211	eV

XYZ file:
```
137
C30H90BrCuO15 (wB97M-V/def2-TZVPD)
Cu -11.5113 -16.1527 4.6418
Br -12.8382 -17.6553 3.3753
C -11.2452 -23.0203 4.4836
C -12.1924 -22.0740 3.7113
O -11.5144 -21.1271 2.8857
H -11.8773 -23.8624 4.7788
H -10.7844 -22.5875 5.3661
H -10.5072 -23.4051 3.8212
H -12.8622 -21.5675 4.4461
H -12.7719 -22.7504 3.0937
H -12.2089 -20.6362 2.4276
C -4.5900 -15.4154 4.8444
C -6.0490 -15.4173 4.4633
O -6.3535 -14.6565 3.2988
H -4.2957 -14.4033 5.3029
H -3.9394 -15.6913 4.0190
H -4.5496 -16.0961 5.6537
H -6.5930 -15.0469 5.3030
H -6.4568 -16.4241 4.3774
H -7.3027 -14.6598 3.1596
C -12.8207 -11.8676 5.4432
C -12.7215 -12.6943 4.1726
O -13.7707 -13.5886 4.1201
H -13.7897 -11.3585 5.4009
H -12.0105 -11.1243 5.5216
H -12.7567 -12.5250 6.3031
H -11.7723 -13.2179 4.1077
H -12.6559 -12.0071 3.2994
H -13.9182 -14.0765 3.2871
C -18.0585 -19.4923 7.2609
C -19.3182 -18.7880 6.7287
O -18.9628 -18.0140 5.6438
H -17.7454 -20.2063 6.4682
H -18.2030 -20.0364 8.2085
H -17.2614 -18.7937 7.5012
H -19.7613 -18.1590 7.4912
H -20.0703 -19.5331 6.5198
H -19.7628 -17.7480 5.2364
C -9.3890 -14.6977 0.9751
C -10.2617 -14.9108 2.2235
O -9.6289 -15.8530 3.1370
H -8.3540 -14.5859 1.2903
H -9.5525 -13.7206 0.5069
H -9.5001 -15.4143 0.1688
H -11.2505 -15.2910 1.9782
H -10.3477 -13.9307 2.7830
H -9.6717 -16.7162 2.6465
C -14.9322 -13.0164 0.6100
C -15.2931 -14.2482 1.3203
O -14.2063 -14.9047 1.8331
H -15.8088 -12.5943 0.1304
H -14.1648 -13.2074 -0.2012
H -14.5395 -12.3542 1.3497
H -15.8418 -14.8804 0.6764
H -15.9790 -14.0318 2.0954
H -14.2653 -15.8020 1.5724
C -8.8932 -20.0718 0.6612
C -8.6903 -19.3774 1.9932
O -9.7307 -18.4647 2.3019
H -8.2391 -20.9099 0.5937
H -8.7802 -19.4212 -0.1837
H -9.9463 -20.2810 0.5108
H -7.7958 -18.8444 2.0730
H -8.6137 -20.1306 2.7895
H -10.5859 -18.9430 2.2623
C -17.9911 -16.6444 0.1699
C -17.3146 -17.4922 1.1907
O -15.9485 -17.7103 0.9322
H -17.4310 -15.7284 -0.0609
H -19.0064 -16.2737 0.5928
H -18.1044 -17.2535 -0.7165
H -17.8277 -18.5266 1.2773
H -17.5286 -16.9490 2.1662
H -15.6603 -18.2915 1.6559
C -14.0317 -20.2427 -1.2600
C -13.4603 -20.7252 0.0307
O -12.9106 -19.6740 0.7766
H -14.9119 -19.5561 -1.1314
H -14.2466 -21.1392 -1.8908
H -13.2832 -19.7434 -1.8301
H -12.6216 -21.3796 -0.1773
H -14.2286 -21.3121 0.5530
H -13.5982 -18.9846 0.9731
C -14.9190 -20.8058 9.0097
C -14.2660 -20.1636 7.7793
O -13.2954 -19.1461 8.1917
H -15.5852 -20.0983 9.5589
H -14.1755 -21.1829 9.7637
H -15.5650 -21.5991 8.6125
H -15.0124 -19.6988 7.1058
H -13.6650 -20.9136 7.2641
H -12.7805 -19.0127 7.3649
C -8.9206 -13.5615 7.3266
C -9.2171 -14.7353 6.3512
O -10.5726 -14.9785 6.0405
H -8.9049 -13.9087 8.3372
H -9.7144 -12.8487 7.1638
H -8.0024 -13.0805 7.0468
H -8.6954 -15.6290 6.7995
H -8.7271 -14.5914 5.3913
H -11.1573 -15.0626 6.8003
C -10.7927 -16.8009 9.3741
C -11.9412 -16.5621 8.4530
O -12.0241 -15.1809 8.0877
H -9.7813 -16.6269 8.9404
H -10.9389 -17.8175 9.6778
H -11.0143 -16.0741 10.0872
H -12.8352 -16.9570 8.8674
H -11.8230 -17.1046 7.5479
H -12.8959 -14.9114 7.8034
C -16.5372 -15.5114 5.9010
C -15.3023 -16.2829 5.4717
O -14.1459 -15.6207 5.9630
H -17.5093 -15.8098 5.4134
H -16.4840 -14.4883 5.6264
H -16.7055 -15.5512 6.9783
H -15.2241 -16.6020 4.3989
H -15.3882 -17.3230 5.9755
H -14.2119 -14.7767 5.4775
C -9.2939 -18.7899 6.3025
C -10.2849 -19.8939 6.2603
O -11.5886 -19.3575 5.8750
H -9.2490 -18.2328 5.3334
H -8.2976 -19.1913 6.5275
H -9.5089 -18.1078 7.1434
H -10.3929 -20.3935 7.2355
H -9.9094 -20.6773 5.5297
H -11.7685 -19.2863 4.9211
C -16.8641 -21.3880 2.6490
C -16.3599 -20.3392 3.7134
O -15.3247 -19.5168 3.0513
H -17.8006 -21.9259 3.0665
H -16.0348 -22.0605 2.4753
H -17.1708 -20.8592 1.7523
H -15.8202 -20.8326 4.4838
H -17.2335 -19.7693 4.0985
H -14.7865 -19.0059 3.6325
```


(5)
A 2-piece molecular cluster, C4H12OS2 overall, computed with wB97M-V/def2-TZVPD.

Results
frontier orbital gap	9.23	eV
structure (SMILES)	CSCCSC.O
strongest force on any atom	1.80	eV/Å
energy above the lowest of the compared OMol25 structures with the same formula, charge and spin	118.8	kJ/mol
highest occupied orbital energy	-8.568	eV

XYZ file:
```
19
C4H12OS2 (wB97M-V/def2-TZVPD)
C 0.0000 0.0000 0.0000
S 0.9802 1.1621 0.9619
C 2.5333 0.3280 1.3014
C 3.5434 1.0206 2.2484
S 4.1619 2.5759 1.5294
C 4.9663 3.0428 3.1541
H -0.3880 -0.8764 0.5459
H 0.5811 -0.3550 -0.8677
H -0.8548 0.5923 -0.3675
H 2.8981 0.1636 0.2692
H 2.2389 -0.6557 1.7150
H 3.1063 1.3353 3.2155
H 4.4301 0.3952 2.4674
H 5.5194 3.9884 3.0255
H 5.6854 2.2470 3.4116
H 4.2575 3.1607 3.9909
O -0.5689 -1.9049 -2.0976
H 0.1532 -1.3468 -1.7297
H -1.3849 -1.5780 -1.6553
```


Q: Which value of strongest force on any atom does entry 4 give?
A: 3.02 eV/Å


Q: Number 4 is which compound?
A: C30H90BrCuO15


Q: The highest strongest force on any atom belongs to which entry?
A: C5H6BrN